{
  "formula": "C8H18N4NiO3",
  "method": "ωB97M-V/def2-TZVPD",
  "symbols": ["Ni", "N", "C", "C", "O", "N", "C", "C", "O", "O", "H", "H", "H", "H", "H", "H", "N", "C", "C", "C", "C", "N", "H", "H", "H", "H", "H", "H", "H", "H", "H", "H", "H", "H"],
  "xyz": [[-0.522953, 0.352820, -0.654849], [-2.128759, -0.845755, -1.685984], [-1.793923, -2.249619, -1.415211], [-0.283040, -2.432843, -1.624487], [0.176053, -3.428922, -2.158720], [0.440330, -1.408950, -1.125290], [1.686614, -1.164842, -1.711110], [1.535326, 0.211276, -2.626729], [2.427500, 0.396634, -3.415571], [0.528408, 0.878387, -2.352330], [-3.130553, -0.695299, -1.583783], [-1.880465, -0.643900, -2.655744], [-2.330992, -2.949346, -2.066121], [-2.032603, -2.491906, -0.376165], [2.014174, -1.955119, -2.391781], [2.460630, -0.909338, -0.984536], [0.451160, 2.263586, 0.113954], [1.554068, 2.091261, 1.063891], [1.058630, 1.455487, 2.365854], [0.524888, 0.028564, 2.160469], [-0.982997, -0.132518, 2.350340], [-1.702337, 0.425580, 1.201380], [0.815445, 2.611495, -0.773352], [-0.186739, 2.971142, 0.472150], [2.045776, 3.050878, 1.287529], [2.298617, 1.434155, 0.608567], [0.282601, 2.085746, 2.805894], [1.892490, 1.447388, 3.069449], [1.035745, -0.660860, 2.829963], [0.729609, -0.289005, 1.122450], [-1.304629, 0.330754, 3.292597], [-1.206445, -1.199923, 2.400366], [-1.850993, 1.421927, 1.339400], [-2.620638, 0.001063, 1.117510]],
  "forces_ev_per_a": [[0.28, -0.85, -1.33], [0.10, 0.63, 0.03], [0.27, -0.49, -0.05], [0.49, 0.57, 0.93], [-0.33, -0.50, -0.50], [-2.17, 0.09, 1.09], [0.73, 1.99, -1.64], [2.31, -4.12, 1.35], [0.51, 0.95, -0.97], [-2.85, 2.21, 0.78], [0.18, 0.09, -0.09], [-0.13, 0.06, 0.17], [0.13, 0.13, 0.11], [-0.08, 0.06, -0.01], [0.09, 0.07, 0.31], [0.21, -0.27, 0.08], [-0.20, -0.13, -0.31], [0.23, 0.07, 0.58], [0.15, -0.07, -0.35], [-0.16, 0.10, -0.19], [0.58, -0.28, 0.36], [-0.14, 0.21, -0.51], [-0.15, -0.18, -0.03], [0.08, -0.01, -0.07], [-0.09, -0.21, -0.10], [-0.05, 0.05, -0.05], [-0.05, 0.16, 0.10], [-0.06, 0.04, 0.02], [0.03, -0.07, -0.03], [0.24, -0.24, 0.49], [-0.02, -0.12, -0.11], [-0.07, 0.09, -0.02], [-0.09, -0.11, -0.01], [0.05, 0.08, 0.00]],
  "lowdin_charge": [0.69, -0.02, -0.16, -0.56, 0.02, -0.07, -0.15, -0.68, 0.03, -0.10, 0.09, 0.10, 0.12, 0.11, 0.11, 0.10, -0.01, -0.24, -0.19, -0.19, -0.24, -0.02, 0.09, 0.10, 0.12, 0.12, 0.11, 0.11, 0.12, 0.08, 0.12, 0.12, 0.09, 0.09],
  "s2": 2.005,
  "homo_ha": [-0.2582, -0.2569],
  "orbital_gap_ev": [6.692, 6.633],
  "spin_multiplicity": 3
}

=====

{
  "formula": "C31H33BBrN2O18",
  "method": "ωB97M-V/def2-TZVPD",
  "symbols": ["C", "C", "C", "N", "B", "Br", "C", "N", "C", "C", "C", "O", "O", "H", "H", "H", "H", "H", "H", "H", "H", "H", "H", "H", "H", "H", "H", "H", "H", "H", "C", "C", "C", "O", "C", "C", "C", "O", "O", "O", "H", "H", "H", "H", "C", "C", "C", "O", "C", "C", "C", "O", "O", "O", "H", "H", "H", "H", "C", "C", "C", "O", "C", "C", "C", "O", "O", "O", "H", "H", "H", "H", "C", "C", "C", "O", "C", "C", "C", "O", "O", "O", "H", "H", "H", "H"],
  "xyz": [[0.803007, -2.473930, 3.270263], [-0.674091, -1.843774, 2.939953], [-0.523348, -0.900836, 1.566515], [0.451906, 0.196193, 1.930002], [-0.166575, 1.580586, 1.887056], [-0.658458, 1.916284, -0.069795], [-1.480836, 1.792804, 2.850512], [-1.226824, 2.590464, 4.113099], [-2.624256, 2.790808, 4.736322], [0.982157, 2.690513, 2.277346], [1.999997, 2.248678, 3.482980], [1.761515, 1.358995, 4.449642], [3.318186, 2.963728, 3.525702], [0.719732, -3.639071, 3.499333], [1.321234, -2.009240, 4.238935], [1.591840, -2.296926, 2.392627], [-1.544780, -2.622104, 2.866537], [-0.933381, -1.085838, 3.816792], [-0.173828, -1.600448, 0.691080], [-1.602859, -0.516818, 1.281916], [1.288145, 0.102334, 1.312953], [-2.266517, 2.425057, 2.212213], [-2.035729, 0.812067, 3.165095], [-0.752983, 1.951683, 4.820516], [-2.477802, 3.602991, 5.569899], [-2.922904, 1.735799, 5.182257], [-3.441342, 3.060441, 3.942975], [0.545692, 3.752483, 2.519663], [1.657323, 2.835497, 1.303915], [3.968099, 2.235465, 3.257567], [2.212185, 6.864693, -2.125231], [2.368958, 5.544960, -2.005037], [2.513229, 4.901462, -0.669847], [2.636831, 3.684352, -0.589985], [2.505988, 5.769581, 0.517973], [2.352677, 7.089651, 0.397330], [2.180815, 7.729577, -0.935746], [2.023534, 8.943410, -1.013399], [2.347658, 7.911692, 1.509274], [2.402072, 4.725910, -3.118672], [2.103946, 7.345340, -3.089379], [2.629657, 5.290919, 1.480950], [2.220602, 8.821052, 1.160818], [2.523064, 3.816013, -2.769778], [-0.752421, 2.285408, -4.297649], [-1.603053, 1.634849, -3.501459], [-2.747278, 0.861816, -4.058957], [-3.501146, 0.258620, -3.303411], [-2.930733, 0.858510, -5.518729], [-2.081998, 1.511988, -6.314504], [-0.922322, 2.261846, -5.758628], [-0.148835, 2.837490, -6.516594], [-2.250067, 1.515300, -7.687071], [-1.451299, 1.654602, -2.127159], [0.084792, 2.849319, -3.905987], [-3.776598, 0.307548, -5.909484], [-1.508867, 2.054782, -8.039324], [-2.188961, 1.110173, -1.775406], [4.164264, -5.308222, 7.708711], [3.461374, -4.401512, 7.027137], [3.058411, -4.638193, 5.613193], [2.396528, -3.794696, 5.018689], [3.483326, -5.894688, 4.976588], [4.189169, -6.799734, 5.657265], [4.568173, -6.574900, 7.079215], [5.201511, -7.433391, 7.684222], [4.594104, -7.981519, 5.064301], [3.080396, -3.207480, 7.611316], [4.461934, -5.150126, 8.737651], [3.199045, -6.046157, 3.943157], [5.087120, -8.467376, 5.760992], [2.582270, -2.724380, 6.916503], [-3.969114, -3.225932, -5.763986], [-3.323841, -4.393677, -5.790732], [-3.274605, -5.222200, -7.027162], [-2.657897, -6.281767, -7.026700], [-3.984864, -4.727603, -8.216912], [-4.632980, -3.561496, -8.188926], [-4.658785, -2.720383, -6.960921], [-5.247478, -1.644516, -6.971351], [-5.304849, -3.091992, -9.302638], [-2.675522, -4.876599, -4.668863], [-4.011023, -2.612528, -4.872751], [-3.956052, -5.348061, -9.103445], [-5.690390, -2.230619, -9.030802], [-2.284974, -5.735001, -4.942535]],
  "forces_ev_per_a": [[0.20, -0.47, 0.51], [0.70, 1.30, -0.12], [-0.67, -1.17, 1.22], [-0.68, -1.65, -1.44], [0.72, -0.05, 1.63], [1.08, 0.97, 3.10], [-1.68, 0.14, -0.29], [-2.01, -1.05, 0.54], [0.75, -0.64, 0.61], [2.43, 1.14, -0.22], [-1.44, -3.07, 4.02], [1.65, 5.49, -5.89], [-1.22, -2.79, -1.07], [0.16, 2.53, -0.72], [-1.50, -0.79, -2.35], [-1.90, -0.46, 1.76], [1.75, 1.18, 0.04], [0.43, -1.60, -1.88], [-0.48, 1.34, 1.55], [2.18, -0.53, 0.48], [-1.04, 0.26, 0.67], [1.48, -1.24, 1.45], [0.76, 1.36, -0.76], [-0.41, 1.05, -1.46], [-0.79, -1.56, -1.45], [0.08, 2.16, -0.53], [1.77, -0.21, 1.51], [0.89, -1.97, -0.18], [-1.07, -0.21, 2.30], [-1.20, 1.43, 0.77], [-0.02, 0.38, 0.15], [-0.08, -0.66, -1.77], [0.08, -1.02, 0.85], [0.10, 1.09, -0.61], [0.04, -0.23, -0.09], [0.07, 0.44, 1.53], [-0.13, 0.54, -0.62], [0.13, -0.62, 0.30], [-0.09, -0.25, -1.79], [0.05, 0.47, 1.85], [-0.01, -0.03, 0.06], [-0.04, -0.06, -0.01], [0.03, -0.44, 0.13], [-0.08, 0.33, -0.04], [0.21, 0.17, -0.82], [0.39, 0.21, 2.00], [-0.79, -0.56, 0.01], [0.63, 0.45, -0.43], [-0.13, -0.14, 0.22], [-0.69, -0.34, -1.50], [0.91, 0.60, 0.54], [-0.61, -0.41, -0.01], [0.83, 0.43, 1.48], [-2.31, -0.88, -6.05], [-0.06, -0.01, -0.02], [-0.01, 0.00, -0.01], [-0.27, -0.21, 0.22], [0.33, 0.20, 0.10], [0.24, -0.47, 0.01], [-0.34, 1.60, 1.29], [-0.56, 0.39, -1.03], [1.14, -0.98, 1.21], [-0.10, 0.20, 0.01], [0.20, -1.19, -1.20], [0.33, 0.02, 0.94], [-0.35, 0.29, -0.62], [-0.11, 1.15, 1.40], [0.21, -1.55, -1.47], [-0.02, -0.02, -0.07], [0.00, 0.03, 0.05], [-0.23, 0.24, -0.28], [0.15, -0.10, 0.23], [-0.23, 0.31, -0.20], [0.73, -0.22, 1.77], [0.22, -0.77, -0.61], [-0.36, 0.74, 0.26], [0.20, -0.25, 0.17], [-0.72, 0.14, -1.74], [-0.17, 0.79, 0.78], [0.31, -0.78, -0.34], [0.64, 0.03, 1.83], [-0.65, -0.01, -1.94], [0.01, 0.01, -0.02], [0.01, 0.04, 0.05], [0.18, -0.33, -0.09], [-0.15, 0.37, 0.12]],
  "lowdin_charge": [-0.16, -0.23, -0.28, -0.06, -1.13, 0.91, -0.24, -0.16, -0.18, -0.11, -0.27, -0.04, -0.07, 0.06, 0.07, 0.08, 0.09, 0.10, 0.11, 0.10, 0.10, 0.09, 0.09, 0.10, 0.07, 0.08, 0.08, 0.12, 0.08, 0.11, 0.07, -0.20, -0.29, 0.09, 0.09, -0.21, -0.31, 0.09, 0.07, 0.07, 0.13, 0.13, 0.11, 0.11, 0.08, -0.19, -0.30, 0.11, 0.07, -0.21, -0.31, 0.09, 0.07, -0.29, 0.13, 0.12, 0.11, 0.06, 0.07, -0.20, -0.28, 0.08, 0.09, -0.21, -0.31, 0.09, 0.07, 0.09, 0.13, 0.14, 0.11, 0.12, 0.08, -0.21, -0.31, 0.10, 0.07, -0.21, -0.30, 0.10, 0.08, 0.09, 0.14, 0.14, 0.12, 0.12],
  "homo_ha": -0.1606,
  "orbital_gap_ev": 3.900,
  "total_charge": -1
}

=====

{
  "formula": "C3H4N3O2",
  "method": "ωB97M-V/def2-TZVPD",
  "symbols": ["N", "C", "N", "C", "O", "N", "C", "O", "H", "H", "H", "H"],
  "xyz": [[-1.392364, -0.423101, 0.336969], [-0.194128, 0.086128, -0.161212], [0.872540, -0.806753, -0.190271], [2.084490, -0.239957, -0.053260], [3.184421, -0.709186, 0.132975], [1.855443, 1.149237, -0.128616], [0.425114, 1.425817, 0.117583], [0.046746, 2.590889, 0.329817], [-1.235056, -0.493301, 1.283628], [-2.058013, 0.266347, 0.210684], [0.677337, -1.812389, -0.069175], [2.505287, 1.773522, 0.333324]],
  "forces_ev_per_a": [[0.33, -1.40, -1.52], [1.60, 4.96, -0.52], [0.61, -2.51, 0.16], [-0.80, 2.23, 0.05], [1.65, -1.53, 0.05], [-1.36, -0.51, 0.58], [-0.11, -2.67, -1.39], [-0.42, -0.26, 0.26], [-0.27, -0.49, 3.16], [-1.87, 1.39, -0.38], [0.61, 1.06, -0.20], [0.02, -0.26, -0.24]],
  "lowdin_charge": [0.04, -0.38, 0.08, -0.62, -0.03, 0.13, -0.45, -0.11, 0.03, 0.03, 0.15, 0.12],
  "homo_ha": -0.0590,
  "orbital_gap_ev": 5.819,
  "smiles": "Nc1[nH]c(=O)[nH]c1[O-]",
  "total_charge": -1
}

=====

{
  "formula": "C3H6N4O",
  "method": "ωB97M-V/def2-TZVPD",
  "symbols": ["C", "C", "N", "N", "N", "N", "H", "H", "H", "H", "C", "O", "H", "H"],
  "xyz": [[-0.682931, -1.863188, -0.143599], [0.421128, -0.836596, -0.011367], [0.950731, -0.177148, -1.107797], [1.903716, 0.591378, -0.586608], [1.828493, 0.392632, 0.757035], [0.973152, -0.475637, 1.139100], [-0.475908, -2.727672, 0.503969], [-0.619854, -2.532498, -1.065297], [-1.653042, -1.400423, -0.027211], [2.489280, 0.729396, 1.453501], [-1.266836, 2.053677, -0.177557], [-1.153503, 0.963912, 0.223492], [-0.535605, 2.815955, -0.137896], [-2.178815, 2.466207, -0.819769]],
  "forces_ev_per_a": [[1.33, -1.70, -0.86], [-0.44, -1.18, -1.40], [1.28, 0.06, 2.72], [-0.94, -0.40, 0.83], [1.61, 1.26, -1.31], [-1.31, -1.69, -0.65], [-0.44, 0.82, 0.94], [-0.12, 1.86, 0.30], [-0.18, -0.28, 0.10], [-0.01, 0.33, -0.76], [-2.64, 2.52, -2.85], [-0.60, -1.50, 1.20], [1.52, 0.96, 0.61], [0.95, -1.07, 1.12]],
  "lowdin_charge": [-0.04, -0.46, 0.06, 0.02, -0.08, 0.09, 0.07, 0.09, 0.06, 0.16, -0.14, 0.00, 0.06, 0.11],
  "homo_ha": -0.3572,
  "orbital_gap_ev": 10.530,
  "smiles": "Cc1nn[nH]n1.C=O"
}